Record 1
ORCA calculation (the ωB97M-V functional and the def2-TZVPD basis) on a structure of composition C38H45N11O6S3 in a non-equilibrium geometry.

HOMO (eV): -2.1
Gap between HOMO and LUMO (eV): 4.6
LUMO level (Eh): 0.093
Total charge: -2
Molar mass (g/mol): 848.0

Each line ends with the Mulliken charge.
Cartesian coordinates (Å):
C 7.9774 -1.3136 -1.9254  -0.57
C 11.0039 -2.0767 -3.7378  -0.01
H -6.3139 6.4118 0.3123  0.45
N 2.0956 -3.5857 -0.3101  0.18
H -6.7718 10.1346 -1.3775  0.42
H -8.5928 0.5912 -1.8437  0.36
C 11.2939 -0.8563 -4.2844  -0.59
C -8.5577 -1.3988 -0.8164  -0.68
C 11.7027 -2.4005 -5.8504  -0.42
C -7.1669 14.7126 0.2851  -0.49
O -2.5541 -5.1951 -2.9778  -0.64
H 4.3769 -5.6275 -1.4211  0.41
H -8.1326 -2.6728 0.9615  0.40
H 12.0045 -2.7680 -6.8162  0.37
C 3.3488 -9.0776 4.2502  -0.63
H -9.5583 5.3479 -2.3495  0.34
O -0.8348 -3.0791 -0.9140  -0.75
C -8.3787 0.0023 -0.9661  -0.01
O -3.7717 -6.0192 0.5219  -0.64
C 2.5810 -4.3832 -1.3007  -0.46
N -7.7439 -0.5807 1.0712  0.01
O -0.6179 -3.5491 1.3730  -0.74
N 7.9657 -5.7220 1.0319  0.15
N -5.4863 9.4380 0.1735  0.05
N -1.3065 -5.4360 -0.0537  -0.39
H 5.9981 -2.7362 0.1256  0.23
C -5.3980 9.6350 1.5234  -0.56
H 11.9877 -0.3400 -6.2116  0.18
H 11.2361 0.1364 -3.8718  0.38
H -8.9329 -2.0865 -1.5547  0.39
H -9.5784 16.3081 -1.2860  0.38
H 6.2501 -9.6690 5.5904  0.35
C 6.7760 -1.9217 -1.6610  -0.42
H 9.7112 -0.9061 -0.5620  0.47
H 7.4939 -4.5276 2.7316  0.39
C 7.9413 -1.9066 0.2404  -0.76
C 2.9537 -9.8175 5.3324  -0.44
S -2.7344 -6.1696 -0.4740  0.99
C -7.1921 4.5079 -0.2897  -0.55
O -2.3980 -7.5712 -0.6371  -0.74
C -8.0258 6.4172 -1.1318  -0.28
C -8.1597 -1.7262 0.4505  -0.52
H 2.0494 -4.4852 -2.2311  0.47
H 11.1419 -4.1234 -4.6365  0.37
H 7.3608 -8.7853 1.9443  0.44
C 3.9803 -4.4594 0.4525  -0.50
H 4.8114 -4.6986 1.1016  0.82
H 4.1786 -10.7545 6.9594  0.38
C 5.1934 -9.6353 5.3846  -0.22
C 7.4931 -7.7191 1.8567  -0.24
N 11.7144 -1.0606 -5.5720  0.00
C 7.5435 -5.5189 2.3149  -0.81
H -8.2373 14.0650 1.9832  0.21
H -4.8769 8.8519 -0.3663  0.22
N 4.7107 -8.9683 4.2920  0.08
C 2.9345 -3.6200 0.7586  -0.75
N -8.2442 14.5621 1.1128  0.02
H -8.1896 7.4604 -1.3466  0.41
C -3.3543 -5.6237 -2.1749  0.67
C -7.1175 10.8329 0.7115  -0.11
C -8.9460 15.7465 -0.6191  -0.39
H 1.9379 -10.0759 5.5789  0.40
H 6.8757 -6.9107 3.8552  0.51
N -2.9851 -3.3203 0.5120  -0.41
C -6.5341 10.1609 -0.3281  -0.87
H -6.9479 15.7237 -1.6343  0.40
C -8.7363 5.3699 -1.6550  -0.68
H 1.2305 -3.0562 -0.3611  0.22
H 2.7803 -8.6202 3.4581  0.44
N 6.7629 -2.2734 -0.3440  0.14
S -3.8574 -1.3978 -1.2657  -0.44
H -4.6357 9.1458 2.1050  0.39
C -7.8785 0.4778 0.2172  -0.34
C 3.7551 -4.9457 -0.8633  -0.69
H -6.2115 14.2875 0.5403  0.39
H 8.1248 -2.1043 1.2836  0.38
C -6.3953 10.4988 1.8891  -0.44
C 4.1260 -10.1722 6.0542  -0.62
H 5.2720 -8.4741 3.6218  0.24
C 8.7211 -1.3051 -0.7147  -0.33
C 7.9424 -7.0575 0.7450  -0.72
N -8.2252 4.2129 -1.1347  0.13
H 5.9318 -2.1330 -2.2948  0.44
H -6.5868 10.8505 2.8894  0.39
C 11.2641 -3.0577 -4.7324  -0.68
H -7.3931 -0.5272 2.0082  0.19
C -7.5693 15.4408 -0.8015  -0.38
H -7.9681 11.4904 0.6374  0.49
C -9.3320 15.1924 0.5716  -0.52
H -8.5578 3.2879 -1.3405  0.16
H -7.6054 1.4734 0.5236  0.20
C 7.2393 -6.7394 2.8547  -0.28
C -3.4161 -2.5010 -0.2542  0.51
H 8.2439 -7.4209 -0.2220  0.40
S -1.3642 -3.8728 0.1770  1.23
H -6.6536 3.7271 0.2191  0.35
H 10.6446 -2.2485 -2.7373  0.40
H 8.2485 -4.9970 0.3956  0.18
H -10.2818 15.1907 1.0781  0.37
H 8.2885 -0.9220 -2.8794  0.41
H 2.7188 -3.0494 1.6455  0.37
C -7.0445 5.8688 -0.2640  -0.32
O -4.5658 -5.8068 -2.3096  -0.70

=====

Record 2
ORCA calculation (the ωB97M-V functional and the def2-TZVPD basis) on a structure of composition C38H46BrO2PtSe.

HOMO (alpha / beta) (eV): -3.7 / -4.5
Gap between HOMO and LUMO (alpha / beta) (eV): 6.2 / 6.7
Spin multiplicity: 3
LUMO level (alpha / beta) (Eh): 0.091 / 0.081
Total charge: -1
Molar mass (g/mol): 888.7

Each line ends with the Löwdin spin population.
Cartesian coordinates (Å):
C -1.6921 -3.5492 -0.9781  0.00
C -5.5029 0.1895 -0.9522  0.00
H -3.8963 -2.0838 -1.5990  0.00
C -3.0486 -4.2548 -1.0450  0.00
H 7.4516 1.3572 -4.8778  0.00
C 0.3041 1.2089 3.3590  0.00
C -0.3406 2.0590 1.2478  0.01
H -0.1638 -3.2689 0.5480  0.00
H -2.0963 1.7629 -1.9817  0.00
C 5.9612 0.8083 -3.4238  0.00
H -1.1740 -4.1340 -3.0055  0.00
H -0.5389 4.7051 3.3332  0.00
C -1.8015 -2.0560 -1.2904  0.00
H -4.1862 2.5104 -1.5307  0.00
H 4.2596 -0.7834 4.1705  0.00
C 6.2208 1.2333 -1.0702  0.00
H -6.1577 0.1457 -3.6097  0.00
C 6.4788 0.8985 -4.7400  0.00
H 0.2264 -3.7836 -1.9760  0.00
C -0.7646 -4.2310 -1.9963  0.00
H -6.5075 0.5749 -1.1503  0.00
C -2.0473 0.6953 -1.8072  0.01
Pt 2.3496 -0.6376 -1.3427  1.22
C -4.5765 0.4568 -2.1474  0.00
Se 0.7063 1.2697 -1.2645  0.20
H -3.4939 -4.1877 -2.0406  0.00
H 4.5808 0.6153 0.1813  0.00
H -1.4555 4.5210 1.8380  0.00
H -2.5630 3.3066 5.1466  0.00
C -1.4809 4.3453 2.9143  0.00
C -4.5554 1.9642 -2.4012  0.00
H -1.0429 -4.8076 0.6651  0.00
H 6.7952 1.6204 -0.2359  0.00
H 3.9859 -0.2054 2.5149  0.00
C 4.1682 0.1384 -1.8406  0.08
H -3.8464 2.9703 3.0669  0.00
C 4.0073 -0.2629 -4.3383  0.00
C 1.3092 0.4298 2.8069  0.01
C 3.6532 -0.1197 3.5464  0.00
C -3.0130 -1.4580 -1.5804  0.00
H -2.9091 -5.3131 -0.8124  0.00
C 0.6496 1.2925 0.6579  0.01
H 2.2140 -2.0765 2.1771  0.00
C -1.7435 2.7009 4.7520  0.00
H -3.9259 2.2171 -3.2567  0.00
H 2.5867 -2.6200 3.8274  0.00
C -5.1530 -0.2295 -3.3937  0.00
O 2.4608 -0.2504 0.8435  0.16
H -0.8188 3.0330 5.2289  0.00
Br 2.2984 -1.1074 -4.2158  0.13
H -3.0384 2.5081 1.5608  0.00
C 1.5204 0.4582 1.3917  0.01
H -5.1158 0.6748 -0.0539  0.00
H -1.9243 1.6637 5.0406  0.00
C -1.1384 -3.7403 0.4432  0.00
H -0.9780 2.6602 0.6068  0.00
C -0.6239 -1.2413 -1.2619  0.01
H -3.7558 -3.8451 -0.3199  0.00
H 7.6834 1.7562 -2.5404  0.00
H 0.1622 1.1643 4.4285  0.00
C 1.9602 -1.9524 3.2275  0.00
C -0.8107 0.1304 -1.5205  0.01
H 0.9164 -2.2443 3.3687  0.00
H -5.5684 2.3152 -2.6126  0.00
H 6.1765 0.4967 -6.8110  0.00
H -0.6770 -5.2970 -1.7654  0.00
H 0.7653 -0.7083 5.3368  0.00
C 4.9586 0.6555 -0.8338  0.02
C -3.1826 -0.0916 -1.8504  0.00
H 2.4449 -1.0888 5.7204  0.00
H -3.1852 1.3351 2.8651  0.00
H -2.2976 4.9396 3.3351  0.00
C 5.7780 0.4247 -5.8069  0.00
C -0.5429 2.0380 2.6172  0.00
H 3.9511 -0.5523 -6.4383  0.00
C 2.1687 -0.4956 3.6727  0.00
C -3.0187 2.3916 2.6457  0.00
O 0.5394 -1.7478 -0.9897  0.05
H -5.2176 -1.3100 -3.2575  0.00
H -1.8190 -3.2987 1.1759  0.00
C 4.5173 -0.1691 -5.6009  0.01
C 6.7157 1.3110 -2.3384  0.01
H -4.5184 -0.0399 -4.2617  0.00
C 4.6847 0.2169 -3.1784  0.02
C 1.8007 -0.4102 5.1563  0.00
H 3.8143 0.9074 3.8848  0.00
C -1.6771 2.8567 3.2323  0.00
H -5.5855 -0.8783 -0.7444  0.00
H 1.9461 0.5971 5.5544  0.00

=====

Record 3
ORCA calculation (the ωB97M-V functional and the def2-TZVPD basis) on a structure of composition C38H47Cl3N5NaO4SSi3.

HOMO (eV): -6.4
Gap between HOMO and LUMO (eV): 5.0
LUMO level (Eh): -0.051
Total charge: 0
Molar mass (g/mol): 883.5

Each line ends with the Mulliken charge.
Cartesian coordinates (Å):
C 1.5468 -0.0140 1.9166  -0.33
Cl 0.2334 3.6685 -5.6496  -0.22
C 4.8237 0.2827 -3.8256  -0.67
C -3.0996 2.3758 0.7956  -0.39
C 5.6333 -0.2016 -2.8041  0.81
H 1.1019 -3.2875 2.1210  0.29
C -0.1452 -2.5855 4.2802  -1.03
C -0.9422 0.2968 -2.9443  -1.33
Na -1.4123 -0.3134 0.4245  1.14
H -4.0976 -3.0038 4.3361  0.25
H -4.2468 -4.2129 0.0852  0.32
C -4.8040 -0.8448 2.0782  -1.02
H -0.8245 -4.4553 -1.3743  0.41
C -3.3590 3.7298 1.0192  -1.18
C 0.5123 3.6689 -3.9570  0.49
C 2.4867 -0.5490 -3.6702  -1.48
H 1.5955 -1.0784 1.6853  0.18
H -2.6660 -5.5217 1.6097  0.27
H 7.5635 -0.9344 -2.2095  0.46
C 2.9294 2.9741 -4.0616  -1.31
C 6.6918 0.0159 -5.3449  -0.96
H -2.9510 -3.1417 5.6875  0.33
H -5.2366 -1.4290 -1.1570  0.34
C 2.6436 0.6348 2.5033  -1.36
O 2.9366 1.6221 -4.5229  -0.34
N -0.4571 0.0065 -1.6845  0.73
H 0.0653 0.2624 -4.9451  0.45
H 7.1132 0.0955 -6.3383  0.43
H -3.8767 -1.5873 -2.2824  0.26
C -3.0598 -3.2541 4.5979  -1.07
O -1.0334 6.7307 2.6578  -0.64
H 1.4830 -0.6591 -1.0805  0.26
H 4.7573 0.7589 -5.9003  0.48
C -2.1684 -0.3970 4.2411  -0.62
C 7.4711 -0.4477 -4.2979  0.45
H -3.8559 1.7192 0.3685  0.36
H -2.8995 -4.3097 4.3443  0.27
H 1.2150 -4.5439 0.8765  0.46
H -4.9156 -4.0856 1.7206  0.32
C 6.9520 -0.5648 -3.0222  -0.90
C -4.7437 -3.5331 0.7884  -1.12
H -5.7269 -3.2717 0.3695  0.37
H -4.3214 4.1527 0.7618  0.50
C 1.6790 3.3532 -3.3300  0.08
H -5.7113 -0.6420 1.4907  0.31
C 0.2853 3.8107 -1.5240  0.39
C 1.5334 3.4365 -1.9097  -0.95
H 3.3515 2.5165 3.2428  0.46
C -1.5768 -5.3867 1.6214  -1.08
H 0.1485 -3.6135 4.0332  0.31
C -1.4265 -3.6783 -0.8816  -0.69
C 0.7670 -3.5697 1.1159  -0.97
N 0.4136 0.5902 1.6263  0.67
H -5.1219 -1.2668 3.0416  0.35
H -1.8618 -0.2963 5.2927  0.45
C 0.0006 4.6512 2.5015  -0.84
H -0.1259 -2.4882 5.3742  0.39
Si -1.1229 -3.6683 0.9858  -0.07
C 1.1491 4.0175 2.7811  -0.42
C -0.9692 2.5738 1.6348  -0.39
H -1.9648 0.6117 -3.0988  0.50
H -4.3050 0.1116 2.2803  0.07
C 1.3274 2.6319 2.5032  1.45
H 2.4327 -0.8588 -4.7123  0.26
H -0.0933 3.9571 -0.5207  0.37
O -3.3196 -1.2489 -0.3226  -0.17
C -2.0387 -2.3425 1.8304  1.93
H -1.5925 0.3276 3.6477  -0.22
H 3.5490 0.0827 2.7219  0.59
C 0.2911 1.9012 1.9241  -0.72
Si -1.8649 -2.1616 3.6260  -0.14
C 0.0398 0.1188 -3.8746  -0.27
N 1.1470 -0.3036 -3.1694  0.39
C 2.5320 1.9667 2.7918  -1.08
N -0.0168 6.1036 2.8388  1.07
H -3.2269 -0.1198 4.1794  0.31
H -4.3140 0.0086 -1.6407  0.24
H 0.6130 -1.9028 3.8713  0.15
C -1.1300 3.9488 1.9119  1.24
S -0.7430 4.0704 -2.8652  -0.23
H 3.0304 3.5891 -4.9521  0.66
N -1.9476 1.8168 1.0914  0.46
H 3.2952 1.0807 -2.5652  0.26
Cl 4.9922 -0.3807 -1.1912  -0.14
Cl 9.1228 -0.8879 -4.5812  -0.21
H 3.8004 3.1520 -3.4249  0.33
H -2.4827 -3.8728 -1.1149  0.16
C 0.7925 -0.3533 -1.8639  -0.74
H 1.9545 4.5810 3.2288  0.63
H 2.9262 -1.3565 -3.0858  0.54
C 3.3820 0.6779 -3.5774  0.92
H 2.3375 3.2299 -1.2080  0.47
C 5.3770 0.3777 -5.0984  -0.16
H -1.1208 -6.1925 1.0270  0.36
Si -3.6762 -2.0286 1.1492  -0.42
H -2.5690 5.5535 1.7610  0.59
H -1.1688 -2.7077 -1.3269  -0.05
C -2.3842 4.5123 1.5758  -0.73
H 1.1688 -2.8391 0.3959  0.08
O 0.9949 6.5984 3.2752  -0.65
H -1.2393 -5.5034 2.6621  0.28
C -4.2323 -1.0580 -1.3928  -1.07

=====

Record 4
ORCA calculation (the ωB97M-V functional and the def2-TZVPD basis) on a structure of composition C38H47IN6O5PTi in a non-equilibrium geometry.

HOMO (eV): -10.5
Gap between HOMO and LUMO (eV): 7.6
LUMO level (Eh): -0.109
Total charge: +1
Molar mass (g/mol): 873.6

Each line ends with the Mulliken charge.
Cartesian coordinates (Å):
P 2.4107 0.0155 -0.1886  1.44
H -3.7544 0.5520 4.9726  0.44
C -3.8462 -4.8003 1.2761  -0.79
H 2.7023 0.9234 1.9509  0.00
C -3.2581 -0.1085 0.4210  0.30
O -0.9889 1.0576 -0.7644  0.14
O -0.2484 3.6191 -0.6149  0.06
H -1.6210 4.1126 -4.9374  0.42
N 0.1858 -2.0801 0.8103  1.38
C 3.8850 1.6019 -2.2281  -1.61
H 2.3525 -1.4818 -2.6088  0.12
H -0.7171 -4.9388 2.5462  0.49
C -1.2831 -4.0378 0.6878  0.01
O 0.3073 -2.8685 2.9706  -0.75
C 3.5172 -1.9221 1.5614  -1.36
C -1.5303 -4.7288 1.8682  -0.73
H 4.1772 -2.7846 1.6692  0.57
C 0.5667 -0.2217 3.9373  -0.68
C 0.1679 4.9729 -0.5300  -1.39
I -0.7160 -1.4586 -6.0404  0.12
C -5.8473 1.6130 2.5339  -0.76
H 2.9555 -0.4031 -3.8871  0.61
C -0.7906 3.2073 -1.7899  -0.55
H 1.8505 0.9889 -2.2584  -0.45
H 0.7775 1.3829 5.3442  0.53
C 0.4907 1.1028 4.3395  -1.11
H -0.6975 2.3577 1.4269  0.47
H 2.3623 3.2340 1.6667  0.53
H -2.5646 -0.3621 3.0017  0.47
H 0.8741 -1.0207 4.5970  0.62
H 3.6640 2.5509 -1.7456  0.25
H -6.7752 2.1538 2.4034  0.43
N -2.2654 -3.7620 -0.1681  -0.23
C 0.1047 -3.4933 0.3878  -0.83
N -1.1423 -2.7666 -3.0271  -0.06
C 5.0262 -1.2855 -0.3273  -1.93
H 1.2499 -1.6612 -4.2839  0.77
H 0.3575 -3.5595 -0.6700  0.67
C 2.8098 0.5487 -1.9564  1.60
H -4.8709 -5.0810 1.4737  0.43
H 5.0837 1.7270 0.2132  0.23
H -2.8415 -0.3691 -3.7974  0.45
H -5.8606 1.7980 4.6719  0.42
H 3.9240 1.7854 -3.3047  0.51
C -3.5152 -4.1256 0.1180  -0.36
C -3.9854 0.4134 1.5936  0.48
H 5.3583 -2.1881 -0.8421  0.38
H 5.0784 0.5978 1.5735  0.32
C 0.2358 -0.5353 2.6325  0.52
H 4.8775 1.2779 -1.9193  0.21
Ti -0.5695 -0.4691 -0.0466  0.62
H 4.0654 -1.0677 -2.6982  0.33
C -2.8278 -5.1177 2.1618  -0.58
C -0.9094 3.9946 -2.9205  -0.46
H 3.0965 -2.2316 -0.5013  0.36
H 0.4574 -0.0954 -4.0506  0.19
N -0.1639 0.3964 1.7565  1.89
C -0.3094 1.6607 2.1587  -0.64
C 2.4332 2.6646 0.7371  -1.37
O -2.1625 -0.8593 0.6307  0.63
C -2.0152 1.4385 -2.8901  1.04
N -3.3446 -0.3926 -1.8801  -0.41
N -3.6833 0.1875 -0.7434  -0.25
H -1.3578 -3.1670 -3.9270  0.24
C -3.4752 0.2111 2.8744  0.08
C -0.3914 -1.7109 -2.9457  -0.10
H 4.7753 2.3089 1.8442  0.50
H -0.5151 5.0008 -2.9320  0.56
H -0.6544 5.6563 -0.7517  0.54
C 3.5561 -1.4444 0.1059  0.66
H 2.5276 -2.2341 1.8702  0.12
H -3.0382 -5.6682 3.0690  0.45
C 0.2405 -1.9631 2.1511  -0.87
H -1.5879 -3.1387 -2.1266  0.09
H 3.8663 -1.1498 2.2495  0.25
C 4.5984 1.4794 1.1553  -1.70
C -2.1038 2.2362 -4.0331  -0.95
H 5.1976 -0.4397 -0.9876  0.36
H 1.4357 2.5599 0.3185  -0.23
H 5.6709 -1.1557 0.5405  0.45
C -5.3312 1.4154 3.8091  -0.48
C 0.0212 2.0526 3.4423  -1.08
C -4.1477 0.7136 3.9772  -1.14
H 0.4945 5.1220 0.4960  0.26
C -5.1818 1.1119 1.4302  -0.75
H 3.0345 3.2537 0.0451  0.42
C -1.5399 3.4938 -4.0545  -1.20
H 0.8212 -4.0711 0.9726  0.51
H -2.6529 1.8662 -4.8901  0.52
O -0.0755 -1.1474 -1.8488  -0.34
H -4.2655 -3.8605 -0.6194  0.47
C 3.0568 -0.6807 -2.8360  -1.67
H 1.0028 5.1750 -1.2060  0.43
H -0.0826 3.0882 3.7328  0.62
C 3.0885 1.3045 0.9959  0.79
C 0.2905 -1.1606 -4.1787  -1.11
C -1.2661 1.8828 -1.7934  0.63
H -5.5749 1.2431 0.4320  0.48
C -2.7365 0.1579 -2.8547  -1.01

=====

Which value of total charge does entry 2 give?
-1

=====

Among the records above, which one has the lowest total charge?
C38H45N11O6S3

=====

What is the molar mass in the fourth record?
873.6 g/mol